71
Properties=species:S:1:pos:R:3 method="wB97M-V/def2-TZVPD" de_lowest_kj_mol=2.3 total_charge=0 max_force_ev_per_a=0.75 e_homo_ev="-8.8138 / -8.8138" total_energy_ev=-306175.4440 spin_multiplicity=2 homo_lumo_gap_ev="6.960 / 5.829"
Co 0.73 0.04 -1.29
C -0.93 -0.02 -3.89
O -0.82 -0.28 -2.47
C -2.01 -0.48 -1.79
C -3.27 -0.39 -2.34
C -4.34 -0.65 -1.48
Br -6.09 -0.54 -2.20
C -4.17 -0.96 -0.15
C -2.89 -1.04 0.39
C -1.82 -0.80 -0.45
O -0.50 -0.83 -0.03
C -2.75 -1.37 1.82
N -3.78 -1.65 2.57
C -3.26 -1.87 3.83
C -3.91 -2.21 5.02
C -3.13 -2.36 6.15
C -1.74 -2.18 6.12
C -1.08 -1.85 4.95
C -1.87 -1.70 3.82
N -1.56 -1.37 2.51
H -1.41 -0.88 -4.36
H 0.08 0.08 -4.27
H -1.51 0.88 -4.05
H -3.44 -0.15 -3.37
H -5.02 -1.15 0.49
H -0.26 -1.78 0.19
H -4.98 -2.35 5.04
H -3.60 -2.62 7.09
H -1.17 -2.31 7.03
H 0.00 -1.72 4.92
H -0.64 -1.17 2.17
F 4.47 -1.23 -1.74
C 5.05 -0.26 -1.06
F 5.90 0.39 -1.86
F 5.71 -0.73 -0.03
S 3.77 0.97 -0.49
O 2.52 0.25 -0.29
O 4.33 1.63 0.63
N 3.67 1.98 -1.72
S 2.68 1.86 -2.89
O 2.09 3.11 -3.25
O 1.74 0.71 -2.79
C 3.66 1.35 -4.37
F 2.85 1.34 -5.43
F 4.63 2.22 -4.57
F 4.16 0.14 -4.19
F 1.55 -2.13 -1.25
Sb 1.88 -3.43 0.20
F 2.11 -4.68 -1.16
F 1.87 -4.75 1.52
F 3.71 -3.10 0.33
F 1.59 -2.05 1.49
F -0.06 -3.47 0.18
F 0.54 2.51 4.73
C 0.42 2.36 3.41
C 1.45 2.77 2.59
C 1.31 2.61 1.22
C 0.17 2.01 0.68
C 0.05 1.81 -0.78
C -0.86 1.64 1.54
C -0.75 1.80 2.91
H 2.34 3.22 3.02
H 2.10 2.96 0.57
H 0.63 2.53 -1.36
H -0.98 1.78 -1.12
H -1.78 1.23 1.13
H -1.54 1.52 3.59
Cl -1.51 3.75 -3.61
Ge -0.02 3.38 -5.14
Cl 0.73 5.26 -5.83
Cl -1.05 2.40 -6.77